No. 1
{"formula": "C7H12N3S", "method": "ωB97M-V with the def2-TZVPD basis set", "total_charge": 1, "total_energy_ha": -836.0572, "smiles": "[H]/N=C1/CC[C@H](CC)[N@@H+]1N=C=S", "molar_mass_g_mol": 170.3, "gap_ev": 9.67, "e_lumo_ev": -3.77, "species": ["S", "H", "H", "C", "C", "H", "H", "N", "H", "C", "H", "C", "H", "H", "H", "N", "H", "H", "C", "C", "C", "N", "H"], "coordinates": [[-4.08158, -1.01085, -0.38998], [-0.29419, 0.04707, 1.71723], [-2.12350, 2.29229, 1.84385], [0.80831, -0.02929, -0.06285], [1.04398, -1.49846, -0.41218], [2.14891, -2.03977, 1.36626], [1.62359, 0.33595, 0.56976], [-1.45910, -0.62912, 0.28690], [1.42386, -3.39826, 0.51534], [1.26853, -2.36704, 0.81960], [1.60012, 1.02474, -1.78186], [-2.64067, -0.64590, 0.01725], [0.84380, 2.88657, -0.47449], [0.40818, -2.35512, 1.48514], [-0.54356, 2.69634, -1.53720], [-0.44596, 0.17731, 0.71074], [0.19369, -1.87714, -0.98193], [-0.03755, 0.40659, -1.99934], [0.05607, 2.19123, -0.77656], [-0.78918, 1.92241, 0.38168], [0.64473, 0.87202, -1.28728], [-1.57380, 2.54402, 1.04062], [1.92532, -1.54561, -1.05071]], "nbo_charge": [0.23, 0.43, 0.42, -0.04, -0.42, 0.21, 0.23, -0.39, 0.24, -0.62, 0.26, 0.19, 0.28, 0.20, 0.29, -0.29, 0.23, 0.23, -0.54, 0.55, -0.41, -0.53, 0.24]}

---

No. 2
{"formula": "C12H8ClN2O4Y", "method": "ωB97M-V with the def2-TZVPD basis set", "total_charge": 2, "total_energy_ha": -1370.3324, "molar_mass_g_mol": 368.6, "gap_ev": 7.88, "e_lumo_ev": -8.36, "species": ["C", "H", "N", "H", "C", "O", "C", "H", "O", "H", "H", "O", "C", "O", "C", "Y", "C", "Cl", "C", "C", "N", "C", "H", "C", "H", "H", "C", "C"], "coordinates": [[-1.50859, 3.20275, 0.18695], [-3.17577, 2.66900, 1.40508], [0.78175, -1.24201, -0.20061], [-3.60180, 0.37326, 2.25262], [-0.72037, -3.06261, 1.22957], [3.95497, 0.88566, -4.26189], [-2.27683, 2.32543, 0.90506], [-1.31472, -3.77349, 1.79310], [5.24111, 1.37608, -2.28738], [0.26388, 3.38122, -1.01150], [-2.92256, -1.97801, 2.39421], [3.53352, -0.31783, -2.22186], [-2.70511, 0.02483, 1.75526], [2.89335, 1.89847, -2.35537], [-1.14108, -1.71816, 1.16966], [1.80840, 0.44476, -1.28798], [-0.36189, -0.83285, 0.44246], [4.01819, 0.98824, -2.86190], [-0.76315, 0.55620, 0.35880], [-0.36731, 2.71568, -0.43523], [0.00807, 1.43633, -0.36194], [1.14626, -2.52405, -0.11963], [-1.76930, 4.24729, 0.09731], [0.41911, -3.47067, 0.58891], [2.05271, -2.81138, -0.63850], [0.75642, -4.49637, 0.62397], [-1.91648, 0.96618, 1.00798], [-2.33279, -1.26394, 1.83285]], "nbo_charge": [-0.24, 0.26, -0.72, 0.26, -0.03, -0.64, -0.03, 0.26, -0.64, 0.23, 0.26, -0.94, -0.15, -0.94, -0.09, 2.46, 0.22, 2.48, 0.22, 0.11, -0.72, 0.11, 0.27, -0.24, 0.23, 0.27, -0.09, -0.15]}